Record 1
The following is a quantum chemistry calculation of a 9-piece molecular cluster, C64H83BrCl2F7N8P overall, from the Open Molecules 2025 dataset.

Element x y z (Å)
C: 2.952 -4.337 3.229
C: 3.027 -4.457 1.703
C: 3.486 -3.122 1.085
C: 5.002 -3.122 0.856
C: 5.697 -1.753 0.909
C: 5.894 -1.057 -0.430
C: 4.640 -0.890 -1.285
C: 4.820 0.242 -2.297
C: 4.697 1.665 -1.733
C: 3.455 1.922 -0.878
C: 2.980 3.370 -0.972
C: 1.614 3.592 -0.314
C: 1.672 4.027 1.165
C: 0.655 3.255 2.018
C: -0.780 3.805 1.835
C: -1.725 2.878 1.073
C: -1.782 1.437 1.571
C: -2.981 0.591 1.084
P: -3.529 0.903 -0.655
Br: -1.294 0.283 -1.398
C: -5.220 1.571 -0.080
Cl: -6.106 0.351 0.898
C: -6.177 2.387 -0.984
C: -5.520 3.158 -2.114
Cl: -7.622 1.528 -1.593
C: -4.173 -0.416 -1.898
F: -5.497 -0.668 -1.785
F: -3.562 -1.588 -1.593
C: -3.847 -0.092 -3.420
F: -3.354 1.163 -3.559
F: -2.948 -0.975 -3.880
C: -5.044 -0.221 -4.403
F: -4.574 0.108 -5.623
F: -5.491 -1.469 -4.442
F: -6.057 0.606 -4.141
H: 3.727 -3.637 3.545
H: 1.969 -3.980 3.530
H: 3.115 -5.296 3.720
H: 3.695 -5.266 1.407
H: 2.038 -4.719 1.321
H: 2.958 -2.917 0.150
H: 3.243 -2.319 1.784
H: 5.435 -3.716 1.666
H: 5.225 -3.632 -0.084
H: 6.683 -1.907 1.354
H: 5.139 -1.092 1.579
H: 6.643 -1.626 -0.991
H: 6.336 -0.078 -0.222
H: 3.769 -0.756 -0.641
H: 4.468 -1.820 -1.833
H: 4.093 0.130 -3.106
H: 5.805 0.116 -2.754
H: 5.610 1.935 -1.197
H: 4.637 2.352 -2.582
H: 2.641 1.248 -1.154
H: 3.681 1.723 0.177
H: 3.729 4.025 -0.516
H: 2.910 3.648 -2.028
H: 1.050 2.660 -0.388
H: 1.060 4.339 -0.888
H: 2.663 3.818 1.583
H: 1.515 5.101 1.274
H: 0.684 2.221 1.679
H: 0.918 3.309 3.073
H: -1.236 4.109 2.781
H: -0.715 4.714 1.232
H: -2.739 3.296 1.120
H: -1.445 2.887 0.017
H: -0.848 0.907 1.413
H: -1.898 1.490 2.660
H: -3.809 0.764 1.764
H: -2.708 -0.463 1.119
H: -3.177 2.131 -1.186
H: -4.925 2.285 0.690
H: -6.632 3.129 -0.330
H: -5.416 2.601 -3.041
H: -4.566 3.598 -1.823
H: -6.161 4.009 -2.344
C: -6.716 7.527 -6.144
C: -6.933 6.159 -6.077
C: -6.165 5.413 -5.197
N: -5.226 5.934 -4.409
C: -5.031 7.250 -4.484
C: -5.744 8.087 -5.330
H: -7.295 8.145 -6.818
H: -7.679 5.678 -6.694
H: -6.306 4.340 -5.115
H: -4.259 7.649 -3.835
H: -5.540 9.149 -5.347
C: -0.960 -7.638 6.313
C: 0.387 -7.320 6.384
C: 0.932 -6.531 5.381
N: 0.235 -6.066 4.347
C: -1.059 -6.380 4.293
C: -1.702 -7.156 5.246
H: -1.423 -8.251 7.076
H: 1.006 -7.675 7.197
H: 1.981 -6.256 5.400
H: -1.604 -5.991 3.438
H: -2.756 -7.378 5.150
C: -1.070 8.499 -7.435
C: -2.138 7.881 -6.804
C: -1.868 6.895 -5.865
N: -0.637 6.506 -5.538
C: 0.378 7.109 -6.154
C: 0.217 8.107 -7.104
H: -1.238 9.273 -8.174
H: -3.160 8.151 -7.033
H: -2.673 6.383 -5.351
H: 1.370 6.772 -5.870
H: 1.080 8.562 -7.571
C: -9.011 -1.301 -6.660
C: -10.369 -1.576 -6.704
C: -11.193 -0.969 -5.769
N: -10.754 -0.131 -4.831
C: -9.446 0.122 -4.801
C: -8.536 -0.437 -5.685
H: -8.332 -1.757 -7.369
H: -10.782 -2.248 -7.444
H: -12.262 -1.157 -5.769
H: -9.118 0.806 -4.026
H: -7.490 -0.199 -5.619
C: 4.025 -9.919 6.101
C: 5.369 -9.588 6.163
C: 5.897 -8.784 5.163
N: 5.184 -8.317 4.140
C: 3.893 -8.645 4.093
C: 3.268 -9.437 5.044
H: 3.574 -10.542 6.863
H: 5.997 -9.942 6.970
H: 6.943 -8.498 5.180
H: 3.338 -8.249 3.248
H: 2.215 -9.668 4.957
C: 2.241 9.199 3.574
C: 1.099 8.421 3.467
C: 1.198 7.063 3.731
N: 2.334 6.462 4.083
C: 3.422 7.223 4.180
C: 3.430 8.589 3.939
H: 2.204 10.263 3.376
H: 0.150 8.854 3.183
H: 0.327 6.420 3.656
H: 4.335 6.709 4.465
H: 4.346 9.156 4.035
C: 2.067 1.233 5.896
C: 1.890 -0.080 5.491
C: 2.766 -0.602 4.550
N: 3.769 0.089 4.011
C: 3.924 1.350 4.409
C: 3.106 1.966 5.344
H: 1.404 1.682 6.625
H: 1.091 -0.690 5.891
H: 2.661 -1.627 4.209
H: 4.744 1.892 3.950
H: 3.272 2.995 5.624
C: 5.456 -11.276 0.595
C: 5.568 -10.056 1.241
C: 5.662 -8.907 0.469
N: 5.653 -8.911 -0.863
C: 5.546 -10.092 -1.469
C: 5.444 -11.298 -0.792
H: 5.378 -12.196 1.161
H: 5.584 -9.988 2.317
H: 5.749 -7.935 0.943
H: 5.542 -10.067 -2.554
H: 5.357 -12.227 -1.338

Forces on atoms 1 to 3 (eV/Å):
C 0.247 -0.244 -0.342
C -0.496 0.326 -0.047
C 0.154 -0.306 -0.191

Charge: 0
HOMO-LUMO gap in eV: 9.755
Structure (SMILES): CCCCCCCCCCCCCCCCCC[PH](Br)([C@H](Cl)[C@@H](C)Cl)C(F)(F)C(F)(F)C(F)(F)F.c1ccncc1.c1ccncc1.c1ccncc1.c1ccncc1.c1ccncc1.c1ccncc1.c1ccncc1.c1ccncc1
ΔE to the lowest compared entry with this formula, charge and spin in eV: 0.000
Energy in eV: -203032.2033

Results of the Mulliken charge analysis, in e, for atoms 1 through 4: -0.323, -0.619, -0.431, -0.627

=====

Record 2
The following is a quantum chemistry calculation of a 10-piece molecular cluster, C65H130F15N5O10 overall in a non-equilibrium geometry, from the Open Molecules 2025 dataset.

Element x y z (Å)
C: 3.600 -1.819 3.143
C: 2.607 -2.913 3.226
C: 1.765 -2.864 4.490
C: 1.043 -4.164 4.692
N: 0.348 -4.243 6.072
C: 1.263 -3.888 7.239
C: 0.824 -4.658 8.460
C: -0.108 -5.724 7.916
C: 0.029 -5.687 6.422
C: -0.811 -3.364 6.209
H: 4.341 -1.786 3.958
H: 3.227 -0.814 3.011
H: 4.231 -2.070 2.279
H: 3.132 -3.868 3.190
H: 1.936 -2.916 2.405
H: 1.196 -1.943 4.495
H: 2.510 -2.788 5.289
H: 1.703 -5.021 4.590
H: 0.288 -4.250 3.875
H: 1.292 -2.814 7.388
H: 2.251 -4.162 6.986
H: 0.397 -4.091 9.246
H: 1.674 -5.068 8.919
H: -1.183 -5.509 8.204
H: 0.067 -6.758 8.297
H: -0.943 -5.988 5.948
H: 0.874 -6.289 6.167
H: -1.136 -3.363 7.197
H: -1.567 -3.703 5.435
H: -0.503 -2.352 5.943
C: 1.159 -3.786 -2.775
C: 1.838 -2.725 -3.650
C: 0.954 -1.484 -4.056
C: 0.369 -0.632 -2.943
N: 0.110 0.761 -3.404
C: -0.960 0.804 -4.508
C: -0.791 2.102 -5.311
C: 0.611 2.697 -4.762
C: 1.198 1.473 -4.116
C: -0.421 1.427 -2.104
H: 1.875 -4.615 -2.655
H: 0.310 -4.235 -3.299
H: 0.797 -3.526 -1.826
H: 2.150 -3.210 -4.604
H: 2.654 -2.313 -3.093
H: 0.198 -1.827 -4.744
H: 1.716 -0.882 -4.551
H: 1.137 -0.554 -2.144
H: -0.599 -0.964 -2.581
H: -1.963 0.599 -4.117
H: -0.765 -0.058 -5.201
H: -1.628 2.791 -5.200
H: -0.789 1.757 -6.347
H: 0.476 3.471 -4.051
H: 1.304 2.975 -5.544
H: 2.035 1.795 -3.496
H: 1.556 0.820 -4.938
H: -1.438 1.062 -1.915
H: -0.420 2.538 -2.086
H: 0.215 1.050 -1.318
C: -4.333 -2.420 -3.955
C: -3.504 -3.454 -3.228
C: -3.917 -3.515 -1.735
C: -3.449 -2.265 -0.946
N: -4.087 -1.983 0.403
C: -3.079 -1.288 1.321
C: -3.821 -1.353 2.669
C: -4.800 -2.524 2.580
C: -4.485 -3.163 1.242
C: -5.323 -1.134 0.127
H: -4.493 -1.512 -3.322
H: -5.313 -2.800 -4.218
H: -3.855 -2.052 -4.923
H: -2.449 -3.316 -3.425
H: -3.716 -4.322 -3.765
H: -3.452 -4.382 -1.245
H: -5.008 -3.639 -1.537
H: -3.628 -1.326 -1.531
H: -2.366 -2.376 -0.749
H: -2.946 -0.271 1.008
H: -2.175 -1.869 1.215
H: -4.330 -0.421 2.986
H: -3.087 -1.538 3.434
H: -5.809 -2.143 2.575
H: -4.812 -3.282 3.351
H: -5.310 -3.776 0.889
H: -3.630 -3.761 1.303
H: -5.986 -0.920 0.969
H: -5.992 -1.607 -0.582
H: -4.835 -0.207 -0.211
C: 2.457 7.027 -4.552
C: 3.042 5.678 -4.808
C: 3.913 5.202 -3.640
C: 3.066 4.677 -2.513
N: 3.758 4.495 -1.177
C: 2.703 3.984 -0.201
C: 2.607 4.953 0.949
C: 4.013 5.618 0.986
C: 4.261 5.770 -0.492
C: 4.884 3.570 -1.265
H: 3.165 7.742 -4.128
H: 1.620 6.941 -3.840
H: 2.023 7.477 -5.444
H: 3.706 5.689 -5.666
H: 2.180 5.064 -5.008
H: 4.429 6.116 -3.356
H: 4.620 4.454 -3.975
H: 2.727 3.675 -2.751
H: 2.244 5.348 -2.360
H: 3.175 3.074 0.139
H: 1.731 3.734 -0.646
H: 2.341 4.370 1.819
H: 1.866 5.721 0.833
H: 4.684 4.873 1.333
H: 4.155 6.526 1.595
H: 5.313 5.882 -0.827
H: 3.646 6.598 -0.921
H: 5.297 3.744 -2.200
H: 4.523 2.590 -1.303
H: 5.440 3.805 -0.363
C: 0.626 -0.549 1.196
C: 0.716 1.001 1.409
C: -0.735 1.580 1.425
C: -0.586 3.053 1.515
N: -1.781 3.911 1.768
C: -2.632 3.481 3.012
C: -3.732 2.596 2.435
C: -3.908 2.982 0.993
C: -2.743 3.916 0.611
C: -1.247 5.283 2.005
H: 1.540 -1.115 1.321
H: 0.138 -0.799 0.238
H: -0.076 -0.941 1.948
H: 1.274 1.377 0.523
H: 1.255 1.370 2.321
H: -1.343 1.236 2.246
H: -1.183 1.309 0.439
H: -0.045 3.527 0.701
H: -0.002 3.256 2.471
H: -2.958 4.397 3.462
H: -1.890 3.073 3.663
H: -4.605 2.692 3.026
H: -3.402 1.541 2.629
H: -4.797 3.595 0.895
H: -4.083 2.138 0.342
H: -3.087 4.947 0.348
H: -2.178 3.541 -0.249
H: -0.788 5.655 1.068
H: -0.535 5.216 2.864
H: -2.150 5.977 2.215
C: -2.376 -5.062 2.966
O: -2.266 -6.008 4.206
O: -1.967 -3.892 3.275
C: -1.670 -5.799 1.751
F: -1.395 -7.068 1.920
F: -2.471 -5.629 0.706
F: -0.456 -5.297 1.549
C: -3.061 -7.205 4.071
C: -3.378 -7.751 5.441
H: -4.238 -7.234 5.841
H: -3.627 -8.833 5.270
H: -2.512 -7.709 6.067
H: -2.589 -7.989 3.490
H: -4.092 -7.056 3.600
H: -3.476 -5.191 2.833
C: 3.706 -0.039 -1.034
O: 4.407 0.678 0.046
O: 2.601 0.596 -1.255
C: 4.596 -0.043 -2.349
F: 3.992 -0.713 -3.388
F: 4.692 1.237 -2.936
F: 5.830 -0.424 -2.156
C: 5.431 0.020 0.748
C: 6.819 0.654 0.367
H: 6.877 0.563 -0.685
H: 6.747 1.725 0.618
H: 7.778 0.308 0.843
H: 5.431 -1.056 0.497
H: 5.347 0.155 1.792
H: 3.783 -1.100 -0.712
C: -4.763 1.702 -1.905
O: -5.444 0.828 -2.811
O: -3.731 1.119 -1.363
C: -4.300 2.940 -2.804
F: -4.130 4.010 -1.903
F: -3.091 2.761 -3.256
F: -5.155 3.368 -3.684
C: -6.849 1.041 -2.977
C: -7.494 -0.209 -3.623
H: -6.943 -0.368 -4.572
H: -7.149 -1.055 -3.025
H: -8.564 -0.073 -3.676
H: -7.054 1.862 -3.627
H: -7.434 1.250 -2.029
H: -5.421 2.140 -1.214
C: 4.933 -4.094 -0.917
O: 5.568 -5.045 0.024
O: 5.368 -2.889 -0.694
C: 5.257 -4.720 -2.310
F: 4.968 -3.859 -3.263
F: 6.540 -5.001 -2.429
F: 4.568 -5.827 -2.510
C: 5.513 -4.505 1.330
C: 5.032 -5.429 2.443
H: 5.703 -6.264 2.672
H: 4.898 -4.811 3.328
H: 4.185 -5.955 2.126
H: 5.013 -3.545 1.357
H: 6.573 -4.374 1.623
H: 3.851 -4.226 -0.809
C: -0.744 5.893 -1.873
O: -0.525 5.731 -3.295
O: -0.305 4.919 -1.098
C: 0.109 7.193 -1.234
F: 0.224 8.389 -1.936
F: -0.467 7.618 -0.057
F: 1.414 6.888 -0.951
C: -1.363 6.431 -4.168
C: -0.948 6.097 -5.599
H: -0.096 6.608 -6.032
H: -0.884 5.039 -5.674
H: -1.788 6.323 -6.310
H: -1.258 7.516 -4.007
H: -2.372 6.134 -4.028
H: -1.802 6.147 -1.736

Forces on atoms 1 to 3 (eV/Å):
C 1.921 0.124 -0.676
C -0.455 -0.712 0.984
C 1.646 -0.275 0.750

Charge: 0
HOMO-LUMO gap in eV: 5.429
ΔE to the lowest compared entry with this formula, charge and spin in eV: 0.000
Energy in eV: -138191.7073

Results of the Mulliken charge analysis, in e, for atoms 1 through 4: -0.424, 0.618, -0.584, 0.251

=====

- ΔE to the lowest compared entry with this formula, charge and spin of number 1 (C64H83BrCl2F7N8P)?
  0.000 eV

=====

- Among the records above, which one has the highest HOMO-LUMO gap?
  C64H83BrCl2F7N8P